# 1
Entry from the OMol25 dataset: the molecule C2H3P3 in a non-equilibrium geometry (the ωB97M-V functional and the def2-TZVPD basis).

Geometry (Å):
C1 -0.996 -0.523 -0.151
C2 0.136 -0.580 -0.967
P1 -1.056 0.301 1.353
P2 1.633 0.167 -0.583
P3 1.062 0.669 1.429
H1 -1.905 -0.994 -0.503
H2 0.059 -1.092 -1.917
H3 1.066 2.051 1.339

F_max: 1.21 eV/A
gap between HOMO and LUMO: 7.5 eV
relative energy (zero: lowest compared OMol25 entry of this formula, charge and spin): 0.0 kJ/mol
highest occupied orbital energy: -8.483 eV
LUMO energy: -1.0 eV
energy: -1102.0256 a.u.

***

# 2
Entry from the OMol25 dataset: the molecule C2H3P3 in a non-equilibrium geometry (the ωB97M-V functional and the def2-TZVPD basis).

Geometry (Å):
C1 -0.751 0.926 0.253
C2 -0.723 -0.879 0.336
P1 0.702 1.702 0.203
P2 0.668 -1.738 0.177
P3 2.084 0.004 -0.123
H1 -1.773 1.467 0.362
H2 -1.682 -1.351 0.132
H3 1.476 -0.130 -1.341

F_max: 4.61 eV/A
gap between HOMO and LUMO: 8.8 eV
relative energy (zero: lowest compared OMol25 entry of this formula, charge and spin): 175.3 kJ/mol
highest occupied orbital energy: -9.280 eV
LUMO energy: -0.5 eV
energy: -1101.9588 a.u.

***

# 3
Entry from the OMol25 dataset: the molecule C2H3PS2 in a non-equilibrium geometry (the ωB97M-V functional and the def2-TZVPD basis).

Geometry (Å):
C1 0.793 0.626 -0.426
C2 0.829 -0.666 -0.525
P1 -1.949 0.033 0.376
S1 -0.530 1.662 0.205
S2 -0.517 -1.567 0.217
H1 1.647 1.191 -0.615
H2 1.677 -1.370 -0.912
H3 -1.950 0.091 1.681

F_max: 3.06 eV/A
gap between HOMO and LUMO: 8.2 eV
relative energy (zero: lowest compared OMol25 entry of this formula, charge and spin): 0.0 kJ/mol
highest occupied orbital energy: -7.837 eV
LUMO energy: 0.4 eV
energy: -1215.7012 a.u.

***

# 4
Entry from the OMol25 dataset: a cluster of 18 separate species, C2H41NO17S in total in a non-equilibrium geometry (the ωB97M-V functional and the def2-TZVPD basis).

Geometry (Å):
C1 -2.640 1.456 -0.119
C2 -3.404 1.786 -1.390
S1 -3.242 3.523 -1.915
N1 -1.343 0.769 -0.319
H1 -2.611 2.305 0.564
H2 -3.302 0.771 0.437
H3 -3.151 1.126 -2.215
H4 -4.469 1.560 -1.276
H5 -1.925 3.546 -2.213
H6 -1.127 0.598 -1.291
H7 -0.671 1.413 0.073
H8 2.535 -2.257 1.594
H9 3.825 -2.918 0.908
O1 3.505 -2.226 1.509
H10 -1.979 -2.201 -2.156
H11 -0.911 -1.164 -2.679
O2 -1.205 -2.090 -2.769
H12 1.330 3.472 -0.578
H13 1.947 2.228 -1.173
O3 2.076 3.207 -1.145
H14 0.331 -2.664 1.537
H15 0.581 -1.898 2.860
O4 0.767 -1.901 1.912
H16 0.265 0.028 -4.106
H17 0.617 0.665 -2.839
O5 -0.178 0.378 -3.330
H18 -0.726 1.927 3.264
H19 -0.195 1.276 1.969
O6 -0.996 1.710 2.372
H20 4.323 -0.675 0.802
H21 4.698 -0.520 -0.688
O7 4.410 -0.006 0.074
H22 2.181 1.522 2.122
H23 1.614 -0.005 1.956
O8 1.489 0.943 1.727
H24 1.362 0.648 -0.227
H25 2.832 0.291 -0.636
O9 1.916 0.432 -0.990
H26 2.725 3.327 0.799
H27 3.823 3.362 1.782
O10 2.893 3.136 1.739
H28 -0.316 4.797 1.649
H29 0.521 3.737 2.072
O11 0.601 4.537 1.534
H30 1.677 -5.185 -0.154
H31 1.954 -3.888 -1.001
O12 2.118 -4.346 -0.158
H32 1.255 -1.369 -1.686
H33 0.532 -2.476 -2.540
O13 1.386 -2.224 -2.138
H34 -2.728 -1.612 -0.099
H35 -2.928 -3.077 -0.512
O14 -3.028 -2.169 -0.830
H36 -1.648 -1.223 1.818
H37 -2.298 0.176 2.310
O15 -2.385 -0.787 2.265
H38 -1.086 -2.747 4.073
H39 -1.693 -3.722 3.093
O16 -0.846 -3.427 3.423
H40 -1.403 -3.966 -1.338
H41 -0.248 -3.776 -0.478
O17 -1.139 -4.127 -0.409

F_max: 1.90 eV/A
gap between HOMO and LUMO: 8.7 eV
relative energy (zero: lowest compared OMol25 entry of this formula, charge and spin): 0.0 kJ/mol
highest occupied orbital energy: -8.837 eV
LUMO energy: -0.1 eV
energy: -1832.8449 a.u.

***

# 5
Entry from the OMol25 dataset: a cluster of 19 separate species, C2H42NO18 in total in a non-equilibrium geometry (the ωB97M-V functional and the def2-TZVPD basis).

Geometry (Å):
C1 1.173 2.247 -2.007
C2 -0.453 0.865 -0.703
N1 0.438 0.988 -1.586
H1 0.776 2.521 -2.984
H2 2.264 2.036 -2.049
H3 1.233 3.109 -1.341
H4 -0.909 1.500 0.057
H5 -0.902 -0.111 -0.556
H6 2.344 -1.124 1.865
H7 3.528 1.917 1.486
H8 2.364 -3.925 1.009
O1 3.483 0.986 1.252
H9 -4.113 1.900 -2.459
H10 -3.428 0.644 -2.480
O2 -3.341 1.524 -2.030
H11 1.559 3.411 2.907
H12 2.848 0.855 0.520
O3 2.286 3.475 2.254
H13 -2.270 -1.629 -2.024
H14 -3.181 -1.436 -3.258
O4 -2.698 -0.970 -2.575
H15 -2.281 2.012 4.012
H16 -3.264 1.049 3.299
O5 -2.358 1.363 3.299
H17 1.259 -0.302 -3.221
H18 1.513 -1.864 -3.864
O6 0.945 -1.183 -3.464
H19 4.342 0.379 -2.619
H20 4.177 0.664 -1.122
O7 4.215 1.087 -1.983
H21 -2.759 3.277 -1.163
H22 -1.995 3.645 0.143
O8 -2.192 2.925 -0.474
H23 -0.745 -3.199 -0.259
H24 -0.272 -4.642 -0.122
O9 -0.444 -3.856 0.404
H25 -0.908 0.281 2.455
H26 0.661 -0.152 2.091
O10 -0.355 -0.385 2.043
H27 -3.215 0.417 -0.496
H28 -4.493 -0.188 -0.002
O11 -3.582 -0.039 0.288
H29 1.079 -3.016 0.622
H30 -0.957 -3.346 2.012
O12 1.857 -3.130 1.157
H31 -0.295 -1.275 -1.892
H32 0.125 -2.744 -2.309
O13 -0.158 -2.211 -1.555
H33 2.796 -0.068 2.825
H34 0.540 4.954 -0.532
O14 2.062 -0.666 2.661
H35 0.018 3.517 -0.220
H36 1.655 3.354 1.530
O15 0.162 4.390 0.153
H37 -2.398 -1.578 1.777
H38 -3.465 -1.968 0.689
O16 -2.787 -2.305 1.287
H39 2.730 -1.037 -2.267
H40 1.659 -1.654 -1.265
O17 2.584 -1.534 -1.469
H41 -0.294 -1.750 2.566
H42 0.696 -3.093 2.444
O18 -0.247 -2.821 2.657

F_max: 3.26 eV/A
gap between HOMO and LUMO: 9.7 eV
relative energy (zero: lowest compared OMol25 entry of this formula, charge and spin): 439.0 kJ/mol
highest occupied orbital energy: -12.270 eV
LUMO energy: -2.6 eV
energy: -1510.1354 a.u.
charge: +1

***

# 6
Entry from the OMol25 dataset: a cluster of 19 separate species, C2H43BIO18 in total in a non-equilibrium geometry (the ωB97M-V functional and the def2-TZVPD basis).

Geometry (Å):
C1 0.946 0.439 2.437
C2 -0.475 -0.197 2.619
B1 -1.662 0.911 2.328
I1 -3.456 -0.249 1.658
H1 0.933 1.538 2.484
H2 1.583 0.038 3.245
H3 1.344 0.160 1.443
H4 -0.622 -0.602 3.643
H5 -0.525 -1.070 1.946
H6 -1.279 1.603 1.428
H7 -1.914 1.557 3.310
O1 3.053 0.448 -0.351
H8 2.589 0.746 -1.138
H9 3.947 0.262 -0.667
O2 -1.239 4.239 2.193
H10 -2.026 4.348 1.655
H11 -1.275 4.968 2.822
O3 3.663 2.746 -1.835
H12 3.198 2.888 -1.000
H13 4.543 3.101 -1.674
O4 5.472 0.415 -2.502
H14 4.922 1.172 -2.744
H15 5.495 -0.129 -3.298
O5 -4.890 -3.305 -0.416
H16 -4.544 -2.533 0.052
H17 -4.269 -4.001 -0.195
O6 -0.678 5.054 5.320
H18 -1.156 4.457 5.911
H19 0.205 4.682 5.287
O7 -6.355 0.803 -0.337
H20 -5.805 0.661 0.449
H21 -6.692 -0.070 -0.540
O8 2.748 -2.827 -0.496
H22 2.518 -2.949 -1.424
H23 2.810 -1.869 -0.396
O9 -1.279 2.319 5.891
H24 -1.227 1.778 6.683
H25 -0.938 1.746 5.188
O10 0.652 -5.057 -1.100
H26 1.221 -4.574 -0.487
H27 -0.042 -5.417 -0.540
O11 8.708 0.899 -1.596
H28 7.879 0.859 -2.090
H29 8.465 0.605 -0.716
O12 -8.706 2.618 -1.872
H30 -8.347 3.375 -1.406
H31 -8.084 1.909 -1.668
O13 1.024 3.744 -3.025
H32 0.829 2.810 -3.184
H33 1.961 3.753 -2.802
O14 6.517 -1.908 -3.438
H34 6.029 -2.486 -2.841
H35 7.401 -2.281 -3.456
O15 0.537 -7.459 0.573
H36 0.582 -8.003 1.363
H37 0.891 -8.019 -0.123
O16 -8.066 -0.231 1.546
H38 -8.861 -0.103 1.021
H39 -8.073 0.504 2.164
O17 -0.167 1.540 -4.364
H40 -0.724 2.288 -4.602
H41 -0.147 0.996 -5.154
O18 0.644 -4.431 -3.862
H42 -0.179 -4.458 -4.353
H43 0.405 -4.744 -2.971

F_max: 1.93 eV/A
gap between HOMO and LUMO: 6.4 eV
highest occupied orbital energy: -4.699 eV
LUMO energy: 1.7 eV
energy: -1778.9086 a.u.
charge: -1

***

# 7
Entry from the OMol25 dataset: a cluster of 21 separate species, C2H44O22 in total in a non-equilibrium geometry (the ωB97M-V functional and the def2-TZVPD basis).

Geometry (Å):
O1 -1.503 -1.096 0.430
C1 -0.843 0.048 -0.179
C2 0.586 0.157 0.427
O2 1.274 1.271 -0.059
H1 -1.594 0.862 -0.017
H2 -0.811 -0.226 -1.237
H3 1.160 -0.681 0.233
H4 0.558 0.352 1.509
O3 -0.256 -2.370 2.346
H5 -0.577 -1.716 1.706
H6 0.195 -2.987 1.746
O4 -3.018 -3.046 1.451
H7 -2.426 -2.389 1.133
H8 -2.466 -3.832 1.657
O5 2.760 3.132 -0.919
H9 2.200 2.403 -0.610
H10 2.870 3.004 -1.841
O6 -0.392 3.088 1.165
H11 0.109 2.516 0.604
H12 -0.773 3.776 0.617
O7 0.321 2.254 -2.421
H13 0.464 1.645 -1.654
H14 0.402 3.129 -2.090
O8 -3.812 0.229 -0.320
H15 -4.451 -0.413 0.066
H16 -3.001 -0.218 -0.085
O9 2.681 -3.281 -0.130
H17 2.919 -3.885 -0.819
H18 1.830 -2.854 -0.253
O10 -1.097 0.271 -4.234
H19 -1.080 0.979 -3.616
H20 -0.406 -0.297 -3.912
O11 2.630 -0.260 -1.866
H21 2.312 0.077 -2.687
H22 1.988 0.018 -1.239
O12 -2.569 -1.344 -2.529
H23 -2.134 -0.895 -3.295
H24 -2.191 -1.016 -1.771
O13 0.467 -1.637 -3.292
H25 0.370 -1.930 -2.404
H26 -0.077 -2.305 -3.744
O14 -0.006 0.252 4.019
H27 -0.525 0.248 3.218
H28 -0.461 -0.411 4.570
O15 2.219 -1.463 2.855
H29 1.294 -1.477 2.991
H30 2.515 -0.923 3.564
O16 3.901 -0.726 0.622
H31 3.309 -1.050 1.300
H32 3.550 -1.035 -0.247
O17 -3.023 2.006 -2.507
H33 -2.913 1.409 -1.791
H34 -2.822 2.850 -2.117
O18 2.259 2.103 2.483
H35 3.042 1.804 2.964
H36 2.156 1.496 1.758
O19 -3.860 2.553 1.259
H37 -3.810 1.782 0.693
H38 -4.771 2.491 1.506
O20 -2.347 0.367 2.571
H39 -2.215 1.297 2.488
H40 -1.919 -0.102 1.806
O21 -0.024 -3.031 -0.931
H41 -0.591 -2.381 -0.520
H42 -0.636 -3.718 -1.215
O22 4.714 1.825 0.309
H43 4.389 0.916 0.277
H44 3.928 2.402 0.180

F_max: 4.30 eV/A
gap between HOMO and LUMO: 7.6 eV
relative energy (zero: lowest compared OMol25 entry of this formula, charge and spin): 123.4 kJ/mol
highest occupied orbital energy: -3.104 eV
LUMO energy: 4.5 eV
energy: -1757.9325 a.u.
charge: -2

***

# 8
Entry from the OMol25 dataset: a structure of composition C2H4AgO2 in a non-equilibrium geometry (the ωB97M-V functional and the def2-TZVPD basis).

Geometry (Å):
O1 -0.597 -0.540 0.940
H1 -1.094 -1.057 1.589
O2 0.878 0.891 -0.606
Ag1 -0.168 -0.932 -1.202
H2 1.442 1.484 -1.120
C1 0.560 1.433 0.644
C2 -0.261 0.697 1.431
H3 0.608 0.833 2.260
H4 0.571 2.520 0.720

F_max: 6.36 eV/A
spin multiplicity: 2
gap between HOMO and LUMO (spin up / spin down): 10.5 / 7.8 eV
relative energy (zero: lowest compared OMol25 entry of this formula, charge and spin): 0.0 kJ/mol
highest occupied orbital energy (spin up / spin down): -21.195 / -21.416 eV
<S²>: 0.76
LUMO energy (spin up / spin down): -10.7 / -13.6 eV
energy: -375.1697 a.u.
charge: +2

***

# 9
Entry from the OMol25 dataset: a structure of composition C2H4AlO3 in a non-equilibrium geometry (the ωB97M-V functional and the def2-TZVPD basis).

Geometry (Å):
O1 0.550 1.403 0.253
C1 0.631 0.695 -0.752
C2 0.448 -0.781 -0.660
O2 0.579 -1.228 0.619
Al1 0.190 0.098 1.732
H1 0.674 1.158 -1.757
H2 1.204 -1.210 -1.361
H3 -0.623 -0.975 -1.095
O3 -1.572 0.191 1.847
H4 -2.080 0.646 1.173

F_max: 1.62 eV/A
spin multiplicity: 2
gap between HOMO and LUMO (spin up / spin down): 6.5 / 9.9 eV
relative energy (zero: lowest compared OMol25 entry of this formula, charge and spin): 0.0 kJ/mol
highest occupied orbital energy (spin up / spin down): -6.885 / -10.265 eV
<S²>: 0.75
LUMO energy (spin up / spin down): -0.4 / -0.4 eV
energy: -546.7994 a.u.

***

# 10
Entry from the OMol25 dataset: a cluster of 2 separate species, C2H4BFO3 in total in a non-equilibrium geometry (the ωB97M-V functional and the def2-TZVPD basis).

Geometry (Å):
B1 2.116 -0.271 0.149
C1 -1.714 -0.547 0.108
C2 -0.752 0.483 -0.229
O1 2.082 -1.434 0.504
O2 -0.180 0.726 -1.266
O3 2.460 1.018 0.038
F1 -0.382 1.183 0.828
H1 -2.110 -0.994 -0.789
H2 -2.478 -0.239 0.906
H3 -1.211 -1.304 0.601
H4 2.169 1.378 -0.850

F_max: 2.69 eV/A
gap between HOMO and LUMO: 12.0 eV
relative energy (zero: lowest compared OMol25 entry of this formula, charge and spin): 0.0 kJ/mol
highest occupied orbital energy: -11.614 eV
LUMO energy: 0.4 eV
energy: -429.1357 a.u.

***

Look up the energy of the fourth one.
-1832.8449 a.u.